(1)
C2H3N3O | the ωB97M-V functional and the def2-TZVPD basis

```
! wB97M-V def2-TZVPD RIJCOSX def2/J DEFGRID3
* xyz 0 1
O -1.836 -0.316 -0.017
C -0.531 -0.124 0.026
N 0.352 -0.940 -0.295
C 1.573 -0.570 -0.490
N 0.926 1.603 -0.029
N -0.178 1.118 0.433
H -1.949 -1.183 -0.447
H 2.398 -1.253 -0.321
H -0.515 1.738 1.169
*
```

Values from the calculation:
- Kohn-Sham gap (spin up / spin down): 7.829 / 7.650 eV
- ΔE to the lowest compared entry with this formula, charge and spin: 148.2 kcal/mol
- Maximum force: 0.074 Eh/bohr

Charges in e, computed with Löwdin, in the same order as the atoms: O 0.114; C -0.557; N 0.025; C 0.074; N 0.099; N -0.093; H 0.131; H 0.045; H 0.161


(2)
C10H16 | the ωB97M-V functional and the def2-TZVPD basis

```
! wB97M-V def2-TZVPD RIJCOSX def2/J DEFGRID3
* xyz 0 1
C -1.609 -2.723 0.410
C -0.906 -0.320 1.078
C -0.663 -1.690 0.951
C 0.226 0.405 1.247
C 0.608 -2.203 1.362
C 1.571 -0.119 1.473
C 1.769 -1.529 1.602
H -1.965 0.030 0.871
H -0.023 1.436 1.431
H -2.288 -2.525 -0.386
H -2.245 -3.056 1.224
H 0.531 -3.320 1.716
H 2.345 0.573 1.544
H 2.745 -1.895 1.688
H -0.981 -3.499 0.119
C -0.218 1.889 -2.556
C 1.082 2.069 -1.655
C -1.317 3.053 -2.408
H -0.806 0.969 -2.304
H -0.006 1.771 -3.604
H 1.838 1.835 -2.254
H 1.228 3.128 -1.192
H -1.890 3.213 -1.544
H -1.964 2.969 -3.183
H 1.142 1.413 -0.723
H -0.919 3.966 -2.432
*
```

Values from the calculation:
- Kohn-Sham gap: 9.477 eV
- ΔE to the lowest compared entry with this formula, charge and spin: 67.5 kcal/mol
- SMILES: Cc1ccccc1.CCC
- Maximum force: 0.102 Eh/bohr

Charges in e, computed with Löwdin, in the same order as the atoms: C -0.055; C -0.067; C -0.267; C -0.130; C -0.089; C -0.054; C -0.072; H 0.140; H 0.098; H 0.070; H 0.085; H 0.145; H 0.069; H 0.085; H 0.045; C -0.219; C -0.091; C -0.094; H 0.092; H 0.076; H -0.007; H 0.103; H 0.051; H 0.027; H 0.045; H 0.013


(3)
C5H6N | the ωB97M-V functional and the def2-TZVPD basis

```
! wB97M-V def2-TZVPD RIJCOSX def2/J DEFGRID3
* xyz 1 1
C 1.106 0.407 -0.321
C -1.437 0.525 0.225
C 0.841 -0.657 0.609
C -0.345 0.249 -0.608
C -0.655 -0.614 0.734
N -0.357 -1.190 -0.541
H 1.691 1.319 0.081
H 1.768 0.015 -1.215
H -1.471 1.480 0.846
H -2.484 0.261 0.049
H 1.540 -1.425 0.825
H -0.535 -2.076 -1.013
*
```

Values from the calculation:
- Kohn-Sham gap: 10.122 eV
- ΔE to the lowest compared entry with this formula, charge and spin: 165.5 kcal/mol
- Maximum force: 0.112 Eh/bohr

Charges in e, computed with Löwdin, in the same order as the atoms: C -0.070; C 0.017; C 0.068; C -0.164; C -0.064; N 0.182; H 0.177; H 0.177; H 0.176; H 0.146; H 0.147; H 0.207